No. 1
ORCA calculation (wB97M-V/def2-TZVPD) on BrCdI3 as an isolated structure.

Each line ends with the natural charge from an NBO analysis.
CARTESIAN COORDINATES (ANGSTROEM)
I1 8.58397 5.98986 -0.77699  -0.8174
I2 7.01312 8.08167 -5.05601  -0.8281
I3 5.22169 4.63161 -3.41784  -0.8635
Cd1 7.93148 5.84980 -3.51622  1.3587
Br1 9.66882 4.39528 -4.93648  -0.8497

Results
Total charge = -2
Gap between HOMO and LUMO = 6.748 eV
LUMO level = 5.0 eV
Multiplicity = 1
Calculated total energy = -3635.1006 Ha



No. 2
ORCA calculation (wB97M-V/def2-TZVPD) on a 2-piece molecular cluster, BrClFHN3O overall.

Each line ends with the natural charge from an NBO analysis.
CARTESIAN COORDINATES (ANGSTROEM)
Br1 5.41987 0.05114 0.21658  0.0517
Cl1 2.49469 1.49468 -0.05167  -0.3924
F1 -1.63672 0.54334 -0.08646  -0.6022
O1 0.94212 -0.67698 0.31501  -0.5527
N1 3.07864 -1.32152 0.03476  0.0530
N2 2.16366 -0.55168 -0.00409  0.2947
N3 4.32413 -1.39286 -0.11391  -0.4425
H1 -0.76483 0.34275 0.22597  0.5903

Results
Total charge = -1
Gap between HOMO and LUMO (spin up / spin down) = 7.272 / 7.270 eV
LUMO level (spin up / spin down) = 3.1 / 3.1 eV
Multiplicity = 1
Calculated total energy = -3374.0750 Ha



No. 3
ORCA calculation (wB97M-V/def2-TZVPD) on a 2-piece molecular cluster, BrClFHSi overall.

Each line ends with the natural charge from an NBO analysis.
CARTESIAN COORDINATES (ANGSTROEM)
Br1 -0.33529 3.00844 0.37603  -0.2188
Cl1 -2.58724 0.10924 2.85814  -0.5568
Si1 -0.01694 0.96550 0.95708  1.5821
F1 1.43331 0.83073 1.59507  -0.6447
H1 0.10705 0.03538 -0.18499  -0.1618

Results
Gap between HOMO and LUMO = 6.952 eV
LUMO level = -3.0 eV
Multiplicity = 1
Calculated total energy = -3424.1843 Ha



No. 4
ORCA calculation (wB97M-V/def2-TZVPD) on one molecule with the formula BrClFN.

Each line ends with the natural charge from an NBO analysis.
CARTESIAN COORDINATES (ANGSTROEM)
Br1 -2.48593 0.22232 -0.08075  -0.1864
Cl1 -0.17794 -0.87810 0.16077  0.4721
F1 1.60864 0.82570 0.39552  -0.2409
N1 1.05523 -0.16991 -0.47555  -0.0448

Results
Gap between HOMO and LUMO (spin up / spin down) = 7.809 / 8.850 eV
LUMO level (spin up / spin down) = -2.9 / -2.0 eV
Multiplicity = 1
Calculated total energy = -3188.6377 Ha



- Which of these has the highest calculated total energy?
  BrClFN